Below is a 4-piece molecular cluster, C65H53NO11S4 overall, with properties calculated with ωB97M-V/def2-TZVPD.

Properties
- maximum force (eV Å⁻¹) = 4.683
- SMILES string = C[C@@]1(S)OS(=O)(=O)O[C@@]1(CCCCO)CCCSC(=S)N(c1ccccc1)c1ccccc1.O=C1c2ccccc2C(=O)c2ccccc21.O=C1c2ccccc2C(=O)c2ccccc21.O=C1c2ccccc2C(=O)c2ccccc21
- HOMO-LUMO gap (eV) = 6.844

Cartesian coordinates (Å):
C: 2.39357 1.60688 -0.11603
C: 3.21899 0.30401 0.16476
S: 5.00832 0.52847 -0.35485
O: 3.37088 0.36018 1.63435
S: 4.03717 -1.09122 2.06441
O: 5.46619 -1.16816 2.31260
O: 3.42578 -1.42821 3.35147
O: 3.50781 -1.97111 0.76104
C: 2.56932 -1.11382 -0.01985
C: 2.57880 -1.82759 -1.43405
C: 2.72136 -0.88486 -2.68203
C: 1.41224 -0.08631 -3.04984
C: 1.64300 0.54658 -4.48257
O: 0.41833 1.09119 -4.99770
C: 1.20055 -1.44473 0.71599
C: -0.05999 -0.74627 0.06258
C: -1.13049 -1.74870 -0.53941
S: -2.68292 -1.91037 0.44594
C: -3.72289 -0.49142 -0.00166
S: -2.96652 0.99584 -0.10022
N: -5.14654 -0.55716 -0.23361
C: -5.54796 -1.66024 -1.10806
C: -6.96096 -2.07528 -1.01139
C: -7.52790 -3.13012 -1.84853
C: -6.65029 -3.77666 -2.81997
C: -5.24847 -3.42516 -2.94030
C: -4.71647 -2.35119 -2.07916
C: -5.61745 0.66744 -0.93730
C: -5.41279 0.86277 -2.38508
C: -5.86251 2.05599 -3.09556
C: -6.58342 3.07871 -2.34241
C: -6.80702 2.88022 -0.92073
C: -6.33782 1.69135 -0.18972
H: 1.32491 1.56133 0.20366
H: 2.50482 1.96138 -1.17884
H: 2.87065 2.41734 0.50846
H: 4.94834 1.67631 -1.12556
H: 3.35174 -2.64628 -1.40373
H: 1.59079 -2.35661 -1.54042
H: 2.94277 -1.55581 -3.56529
H: 3.56837 -0.15596 -2.63833
H: 1.19848 0.77705 -2.37425
H: 0.55767 -0.81029 -3.06789
H: 2.43224 1.35670 -4.44319
H: 2.04527 -0.26107 -5.16661
H: 0.66535 1.80784 -5.60603
H: 1.25905 -1.16188 1.79568
H: 1.09983 -2.56475 0.67919
H: -0.58227 -0.18082 0.88538
H: 0.19630 0.01744 -0.70951
H: -1.40461 -1.37350 -1.56790
H: -0.70500 -2.78688 -0.60476
H: -7.66770 -1.59552 -0.28902
H: -8.60417 -3.42446 -1.79578
H: -7.07065 -4.56511 -3.48425
H: -4.52512 -3.88685 -3.64446
H: -3.65101 -2.03780 -2.16514
H: -4.86427 0.11098 -3.00828
H: -5.64072 2.14612 -4.18886
H: -6.91893 3.98791 -2.89782
H: -7.35767 3.67365 -0.36999
H: -6.55116 1.63330 0.90209
O: -0.34968 -1.99148 6.66186
C: 0.07092 -3.01363 7.16919
C: -0.83060 -3.88824 7.96215
C: -2.17144 -3.54208 8.10551
C: -3.02994 -4.37226 8.81101
C: -2.55359 -5.55253 9.37536
C: -1.21470 -5.89239 9.24954
C: -0.34794 -5.05902 8.54825
C: 1.08697 -5.42364 8.43507
O: 1.51729 -6.41623 8.99202
C: 1.98276 -4.56134 7.62667
C: 3.32245 -4.90975 7.48171
C: 4.16145 -4.12795 6.70036
C: 3.66581 -2.99515 6.06017
C: 2.33447 -2.63643 6.21354
C: 1.48954 -3.41419 7.00069
H: -2.54753 -2.62720 7.66334
H: -4.07455 -4.10326 8.91778
H: -3.22820 -6.20655 9.91577
H: -0.84700 -6.80930 9.69471
H: 3.71178 -5.79305 7.97403
H: 5.20356 -4.40325 6.58540
H: 4.31912 -2.39103 5.44262
H: 1.95563 -1.75219 5.71519
O: 8.32822 2.09810 6.53375
C: 8.05366 2.85753 5.62491
C: 7.77060 4.28971 5.89725
C: 7.84174 4.76724 7.20289
C: 7.61747 6.11127 7.46237
C: 7.32252 6.98462 6.41897
C: 7.23368 6.50963 5.11878
C: 7.45121 5.16046 4.85433
C: 7.33604 4.65940 3.46184
O: 7.00449 5.40770 2.56108
C: 7.63851 3.23346 3.18706
C: 7.56967 2.75739 1.88098
C: 7.88220 1.43423 1.60795
C: 8.26529 0.58042 2.63800
C: 8.32178 1.04676 3.94309
C: 8.00380 2.37280 4.22340
H: 8.07626 4.09218 8.01726
H: 7.67764 6.48208 8.47909
H: 7.15981 8.03686 6.62168
H: 6.99879 7.19185 4.31041
H: 7.27618 3.41968 1.07495
H: 7.83149 1.06659 0.58998
H: 8.51760 -0.45081 2.42160
H: 8.61744 0.37688 4.74171
O: -4.59520 0.75934 -11.49719
C: -4.78944 1.08645 -10.34245
C: -3.70923 0.96651 -9.33128
C: -2.45677 0.49437 -9.71600
C: -1.42978 0.41581 -8.78559
C: -1.64934 0.80991 -7.46798
C: -2.90062 1.26438 -7.07815
C: -3.93525 1.33849 -8.00489
C: -5.27380 1.80919 -7.57022
O: -5.48485 2.08167 -6.40245
C: -6.34769 1.94829 -8.58426
C: -7.59831 2.42270 -8.19812
C: -8.59922 2.58783 -9.14400
C: -8.35506 2.28027 -10.47975
C: -7.11455 1.79381 -10.86640
C: -6.10848 1.62109 -9.92005
H: -2.28058 0.19190 -10.74144
H: -0.45423 0.05202 -9.08759
H: -0.84718 0.76187 -6.74016
H: -3.06778 1.56485 -6.05027
H: -7.79133 2.66781 -7.16044
H: -9.57101 2.96098 -8.84214
H: -9.13521 2.41873 -11.21930
H: -6.93099 1.55300 -11.90680

Forces on atoms 1 to 6 (eV/Å):
0.6 0.6 -0.1
-0.6 1.8 0.7
-0.4 0.2 -1.2
0.8 -2.3 -0.5
0.0 -1.0 4.6
-1.0 0.6 -2.8